1.
Density functional theory data (ωB97M-V/def2-TZVPD) for a 2-piece molecular cluster, C3H12N3 overall.

```
18
Properties=species:S:1:pos:R:3:mulliken_charge:R:1
C -2.3470 1.3114 0.1346 -0.2428
N -1.2461 1.6999 -0.3358 -0.4249
H -2.5867 0.2588 0.0607 0.2476
H -3.1000 1.9530 0.5840 0.2866
H -1.0555 2.6971 -0.2874 0.1822
H -0.2292 0.7770 -0.9196 0.3343
C 0.0854 -1.3342 1.2502 -0.7048
N 1.2149 -1.4893 0.3254 -0.3880
C 1.6409 -0.2898 -0.3253 -0.5187
N 0.6078 0.1265 -1.3469 -0.3164
H -0.0278 -2.2478 1.8105 0.3740
H 0.2206 -0.4911 1.9371 0.3232
H -0.8250 -1.1626 0.6816 0.0884
H 1.9926 -1.8607 0.8666 0.2712
H 2.5453 -0.5001 -0.8771 0.4227
H 1.7752 0.5749 0.3180 0.3435
H 1.0830 0.6821 -2.0598 0.3630
H 0.2516 -0.7051 -1.8168 0.3590
```

Values from the calculation:
highest occupied orbital energy: -0.4973 Ha
LUMO: -0.1182 hartree
total charge: +1
spin multiplicity: 1
energy above the lowest of the compared OMol25 structures with the same formula, charge and spin: 1.6714 eV

---

2.
Density functional theory data (ωB97M-V/def2-TZVPD) for C10H30AlO2P2Si as an isolated structure in a non-equilibrium geometry.

```
46
Properties=species:S:1:pos:R:3:mulliken_charge:R:1
Al 0.0000 0.0000 0.0000 0.5901
H -0.7528 -0.4796 1.1245 0.0547
H -0.7588 0.4118 1.1276 -0.0186
P -0.0994 -2.3146 -0.4147 0.7781
P -0.1019 2.3177 -0.3990 0.7445
C 1.4109 3.3048 -0.0106 -1.2818
H 1.2867 4.3697 -0.2763 0.4378
H 1.6314 3.2144 1.0659 0.3162
H 2.2595 2.8789 -0.5708 0.3615
C -0.4042 2.7410 -2.1689 -1.2268
H -1.3493 2.2696 -2.4826 0.3712
H -0.4555 3.8338 -2.3198 0.4175
H 0.4113 2.3154 -2.7756 0.3525
C -1.4285 3.2769 0.4596 -1.1625
H -1.2684 3.2147 1.5490 0.2657
H -1.4329 4.3371 0.1490 0.4200
H -2.4020 2.8168 0.2226 0.3659
C -0.2261 -2.7306 -2.2073 -1.2068
H -0.3005 -3.8211 -2.3648 0.4194
H -1.1153 -2.2264 -2.6186 0.3716
H 0.6640 -2.3362 -2.7235 0.3474
C 1.3376 -3.3420 0.1284 -1.2706
H 1.4441 -3.2588 1.2227 0.2959
H 1.2144 -4.4029 -0.1531 0.4361
H 2.2527 -2.9386 -0.3359 0.3671
C -1.5331 -3.2384 0.2976 -1.1653
H -2.4633 -2.7516 -0.0384 0.3604
H -1.5323 -4.2979 -0.0152 0.4142
H -1.4869 -3.1813 1.3982 0.2918
C 1.7026 0.0012 0.8889 0.3865
O 2.7583 0.0002 1.3981 -0.3001
H 0.7377 0.0161 -1.4851 -0.6758
C 1.5136 -0.8881 4.4055 -0.9711
Si 0.0000 0.0000 3.7700 0.0530
C -1.5299 -0.8780 4.3762 -0.9845
C -0.0001 1.7620 4.3818 -0.9738
O 0.0000 0.0000 2.0000 0.1883
H 1.4967 -0.8974 5.5145 0.3791
H 2.4268 -0.3643 4.0579 0.2990
H 1.5155 -1.9304 4.0255 0.2839
H -1.5405 -0.8801 5.4855 0.3614
H -2.4305 -0.3529 3.9970 0.2958
H -1.5264 -1.9225 4.0028 0.2821
H 0.9070 2.2808 4.0089 0.2865
H -0.9043 2.2823 4.0050 0.2648
H -0.0033 1.7690 5.4910 0.3778
```

Values from the calculation:
highest occupied orbital energy: -0.3988 Ha
LUMO: -0.1230 hartree
total charge: +1
spin multiplicity: 1

---

3.
Density functional theory data (ωB97M-V/def2-TZVPD) for an isolated ion of composition C4H6IN2 and charge +1 in a non-equilibrium geometry.

```
13
Properties=species:S:1:pos:R:3:mulliken_charge:R:1
C -0.9879 -1.6623 0.3346 -0.4884
C -0.0518 -0.9317 -0.3582 -0.1548
C -1.2182 0.5158 0.9000 0.1147
C 0.5963 1.4633 -0.4826 -0.7690
N -1.6933 -0.7554 1.0676 -0.0725
N -0.2442 0.3933 -0.0032 0.0745
I -1.8141 2.2123 1.8329 0.3427
H -1.3902 -2.6142 0.0594 0.3682
H 0.6342 -1.1326 -1.1212 0.4503
H 0.2177 1.7237 -1.5231 0.3684
H 0.4791 2.3689 0.0608 0.2068
H 1.5622 1.0264 -0.6688 0.2935
H -2.3655 -0.8572 1.8473 0.2658
```

Values from the calculation:
highest occupied orbital energy: -0.5044 Ha
LUMO: -0.1314 hartree
total charge: +1
spin multiplicity: 1
structure (SMILES): C[n+]1cc[nH]c1I
energy above the lowest of the compared OMol25 structures with the same formula, charge and spin: 0.0000 eV